Entry from the OMol25 dataset: a 2-piece molecular cluster, C4H12 overall (ωB97M-V/def2-TZVPD).

Each atom is followed by the atoms it is bonded to, with distances in Å.
Positions of all 16 atoms, in Å:
1 C -0.627 1.388 -1.954  C2 1.520, H3 1.091, H4 1.093, H5 1.092
2 C -0.630 2.264 -0.711  C1 1.520, H6 1.092, H7 1.093, H8 1.090
3 H -0.579 0.328 -1.701  C1 1.091
4 H -1.505 1.571 -2.578  C1 1.093
5 H 0.249 1.581 -2.576  C1 1.092
6 H -1.513 2.064 -0.101  C2 1.092
7 H -0.613 3.337 -0.919  C2 1.093
8 H 0.265 2.077 -0.117  C2 1.090
9 C 1.266 -1.539 1.608  C10 1.530, H11 1.093, H12 1.091, H13 1.094
10 C -0.044 -2.124 1.075  C9 1.530, H14 1.094, H15 1.093, H16 1.090
11 H 1.493 -1.906 2.612  C9 1.093
12 H 2.085 -1.773 0.926  C9 1.091
13 H 1.222 -0.449 1.680  C9 1.094
14 H 0.054 -3.206 0.947  C10 1.094
15 H -0.254 -1.748 0.071  C10 1.093
16 H -0.870 -1.866 1.738  C10 1.090

Results
* spin multiplicity: 2
* energy relative to the best compared isomer or geometry (same formula, charge and spin): 0.0568 eV
* highest occupied orbital energy (spin up / spin down): 1.6 / -7.9 eV
* expectation value of S²: 0.750
* net charge: -1
* orbital gap (spin up / spin down): 0.106 / 0.460 Ha
* LUMO energy (spin up / spin down): 0.1640 / 0.1678 Eh

=====

Entry from the OMol25 dataset: a 2-piece molecular cluster, C4H12 overall at a distorted geometry (ωB97M-V/def2-TZVPD).

Each atom is followed by the atoms it is bonded to, with distances in Å.
Positions of all 16 atoms, in Å:
1 C 1.253 -2.611 0.099  C2 1.574, H3 1.050, H4 1.057, H5 1.166
2 C 0.814 -1.558 1.184  C1 1.574, H6 1.167, H7 1.091, H8 1.163
3 H 1.972 -2.229 -0.564  C1 1.050
4 H 1.638 -3.513 0.493  C1 1.057
5 H 0.402 -2.877 -0.652  C1 1.166
6 H -0.179 -1.134 0.742  C2 1.167
7 H 1.553 -0.757 1.192  C2 1.091
8 H 0.666 -2.018 2.242  C2 1.163
9 C -1.235 2.574 -0.074  C10 1.527, H11 1.070, H12 1.082, H13 1.154
10 C -0.738 1.522 -1.063  C9 1.527, H14 1.082, H15 1.057, H16 1.067
11 H -1.064 2.250 0.930  C9 1.070
12 H -0.766 3.482 -0.428  C9 1.082
13 H -2.366 2.796 -0.147  C9 1.154
14 H -0.984 0.523 -0.729  C10 1.082
15 H 0.266 1.796 -1.245  C10 1.057
16 H -1.233 1.754 -1.979  C10 1.067

Results
* energy relative to the best compared isomer or geometry (same formula, charge and spin): 0.9393 eV
* highest occupied orbital energy: -11.5 eV
* SMILES string: CC.CC
* orbital gap: 0.465 Ha
* LUMO energy: 0.0421 Eh

=====

Entry from the OMol25 dataset: a 2-piece molecular cluster, C4H12 overall at a distorted geometry (ωB97M-V/def2-TZVPD).

Each atom is followed by the atoms it is bonded to, with distances in Å.
Positions of all 16 atoms, in Å:
1 C 0.867 0.090 1.663  C2 1.529, H3 1.091, H4 1.081, H5 1.095
2 C 2.239 0.115 0.988  C1 1.529, H6 1.080, H7 1.096, H8 1.098
3 H 0.724 0.966 2.299  C1 1.091
4 H 0.130 -0.047 0.885  C1 1.081
5 H 0.823 -0.692 2.428  C1 1.095
6 H 2.579 -0.876 0.730  C2 1.080
7 H 3.035 0.655 1.513  C2 1.096
8 H 2.240 0.699 0.058  C2 1.098
9 C -1.151 -0.378 -1.909  C10 1.533, H11 1.099, H12 1.082, H13 1.092
10 C -1.950 0.171 -0.722  C9 1.533, H14 1.077, H15 1.094, H16 1.093
11 H -0.081 -0.435 -1.667  C9 1.099
12 H -1.454 -1.342 -2.297  C9 1.082
13 H -1.127 0.353 -2.721  C9 1.092
14 H -1.532 0.196 0.270  C10 1.077
15 H -2.282 1.202 -0.874  C10 1.094
16 H -2.873 -0.411 -0.784  C10 1.093

Results
* energy relative to the best compared isomer or geometry (same formula, charge and spin): 0.5519 eV
* highest occupied orbital energy: -11.5 eV
* SMILES string: CC.CC
* orbital gap: 0.465 Ha
* LUMO energy: 0.0432 Eh

=====

Entry from the OMol25 dataset: a 2-piece molecular cluster, C4H12 overall at a distorted geometry (ωB97M-V/def2-TZVPD).

Each atom is followed by the atoms it is bonded to, with distances in Å.
Positions of all 16 atoms, in Å:
1 C -0.499 1.654 -1.441  C2 1.409, H3 1.119, H4 1.057, H5 1.110
2 C -0.169 2.956 -1.015  C1 1.409, H6 1.069, H7 1.122, H8 1.099
3 H -0.502 1.025 -0.515  C1 1.119
4 H -1.544 1.551 -1.565  C1 1.057
5 H 0.078 1.092 -2.205  C1 1.110
6 H -0.787 3.211 -0.181  C2 1.069
7 H -0.314 3.785 -1.757  C2 1.122
8 H 0.874 2.888 -0.678  C2 1.099
9 C 0.443 -1.571 1.586  C10 1.560, H11 1.065, H12 1.046, H13 1.101
10 C 0.237 -2.875 0.754  C9 1.560, H14 1.037, H15 1.054, H16 1.104
11 H 1.274 -1.709 2.238  C9 1.065
12 H 0.657 -0.746 0.980  C9 1.046
13 H -0.448 -1.501 2.229  C9 1.101
14 H -0.687 -3.069 0.325  C10 1.037
15 H 0.867 -2.919 -0.091  C10 1.054
16 H 0.520 -3.769 1.336  C10 1.104

Results
* energy relative to the best compared isomer or geometry (same formula, charge and spin): 0.9352 eV
* highest occupied orbital energy: -11.1 eV
* SMILES string: CC.CC
* orbital gap: 0.448 Ha
* LUMO energy: 0.0400 Eh

=====

Entry from the OMol25 dataset: a 2-piece molecular cluster, C4H12 overall at a distorted geometry (ωB97M-V/def2-TZVPD).

Each atom is followed by the atoms it is bonded to, with distances in Å.
Positions of all 16 atoms, in Å:
1 C -1.340 -0.652 -0.914  C2 1.535, H3 1.099, H4 1.083, H5 1.095
2 C -1.112 -0.970 -2.398  C1 1.535, H6 1.091, H7 1.082, H8 1.093
3 H -0.631 -1.217 -0.292  C1 1.099
4 H -1.327 0.416 -0.735  C1 1.083
5 H -2.246 -1.135 -0.534  C1 1.095
6 H -1.755 -0.278 -2.944  C2 1.091
7 H -1.221 -2.031 -2.582  C2 1.082
8 H -0.109 -0.645 -2.684  C2 1.093
9 C 1.763 0.888 1.088  C10 1.566, H11 1.083, H12 1.107, H13 1.082
10 C 0.699 0.738 2.229  C9 1.566, H14 1.090, H15 1.097, H16 1.082
11 H 1.845 -0.101 0.655  C9 1.083
12 H 1.242 1.541 0.362  C9 1.107
13 H 2.631 1.505 1.280  C9 1.082
14 H 1.215 0.125 2.968  C10 1.090
15 H 0.575 1.740 2.656  C10 1.097
16 H -0.294 0.446 1.916  C10 1.082

Results
* energy relative to the best compared isomer or geometry (same formula, charge and spin): 0.6237 eV
* highest occupied orbital energy: -11.5 eV
* SMILES string: CC.CC
* orbital gap: 0.462 Ha
* LUMO energy: 0.0415 Eh

=====

Entry from the OMol25 dataset: a 2-piece molecular cluster, C4H12 overall at a distorted geometry (ωB97M-V/def2-TZVPD).

Each atom is followed by the atoms it is bonded to, with distances in Å.
Positions of all 16 atoms, in Å:
1 C -1.153 -0.565 0.084  C2 1.542, H3 1.091, H4 1.100, H5 1.077
2 C -1.843 -1.617 0.975  C1 1.542, H6 1.098, H7 1.094, H8 1.089
3 H -1.057 -1.059 -0.884  C1 1.091
4 H -1.845 0.279 -0.053  C1 1.100
5 H -0.277 -0.199 0.593  C1 1.077
6 H -1.327 -2.211 1.741  C2 1.098
7 H -2.634 -1.139 1.559  C2 1.094
8 H -2.339 -2.402 0.406  C2 1.089
9 C 1.929 0.948 0.135  C10 1.532, H11 1.079, H12 1.096, H13 1.099
10 C 1.198 1.292 -1.168  C9 1.532, H14 1.091, H15 1.098, H16 1.089
11 H 1.543 0.068 0.626  C9 1.079
12 H 3.000 0.892 -0.091  C9 1.096
13 H 1.850 1.802 0.823  C9 1.099
14 H 0.187 0.931 -1.357  C10 1.091
15 H 1.653 0.644 -1.928  C10 1.098
16 H 1.115 2.338 -1.462  C10 1.089

Results
* energy relative to the best compared isomer or geometry (same formula, charge and spin): 0.8040 eV
* highest occupied orbital energy: -11.3 eV
* SMILES string: CC.CC
* orbital gap: 0.456 Ha
* LUMO energy: 0.0419 Eh

=====

Q: Which of these has the lowest energy relative to the best compared isomer or geometry (same formula, charge and spin)?
A: number 1

=====

Q: Which of these has the highest energy relative to the best compared isomer or geometry (same formula, charge and spin)?
A: number 2

=====

Q: What is the formula in the first record?
A: C4H12